{"formula": "C54H57N3O7P4S5SiZr", "method": "wB97M-V/def2-TZVPD", "symbols": ["Zr", "C", "Si", "C", "C", "C", "C", "C", "C", "P", "C", "C", "C", "C", "C", "C", "C", "C", "C", "C", "C", "C", "C", "C", "C", "C", "C", "C", "P", "C", "C", "C", "C", "C", "C", "C", "C", "C", "C", "C", "C", "H", "H", "H", "H", "H", "H", "H", "H", "H", "H", "H", "H", "H", "H", "H", "H", "H", "H", "H", "H", "H", "H", "H", "H", "H", "H", "H", "H", "H", "H", "H", "C", "C", "O", "P", "S", "S", "O", "C", "C", "H", "H", "H", "H", "H", "H", "H", "H", "H", "H", "C", "C", "O", "P", "S", "S", "O", "C", "C", "H", "H", "H", "H", "H", "H", "H", "H", "H", "H", "O", "S", "O", "O", "C", "N", "C", "C", "C", "N", "C", "C", "C", "N", "C", "C", "H", "H", "H", "H", "H", "H"], "coordinates": [[0.208891, 0.426580, 0.494596], [-2.587788, -0.307265, 3.227536], [-2.035322, -0.881468, 1.492626], [-2.083404, -2.817729, 1.711526], [-3.049827, -3.364270, 2.560807], [-3.152134, -4.729197, 2.809208], [-2.291753, -5.612177, 2.180718], [-1.326198, -5.106507, 1.320260], [-1.204963, -3.737362, 1.118266], [0.162904, -3.125294, 0.073794], [1.839869, -3.746443, 0.435553], [2.070145, -4.738294, 1.383972], [3.365146, -5.172116, 1.632464], [4.435390, -4.623215, 0.939037], [4.204937, -3.626007, 0.000031], [2.914202, -3.188987, -0.252513], [-0.179590, -4.374996, -1.339514], [0.782608, -5.197768, -1.915001], [0.475482, -6.029030, -2.991064], [-0.808194, -6.058179, -3.506916], [-1.786679, -5.247495, -2.937954], [-1.472150, -4.421697, -1.873163], [-3.707006, -0.548099, 0.548076], [-4.920538, -1.201292, 0.802202], [-6.122386, -0.759762, 0.274652], [-6.158190, 0.372232, -0.532577], [-4.972703, 1.014801, -0.840268], [-3.761173, 0.544197, -0.322218], [-2.187450, 1.215050, -0.950477], [-2.607428, 2.975179, -1.247178], [-3.270513, 3.685295, -0.243509], [-3.563883, 5.029649, -0.409520], [-3.182821, 5.692580, -1.569746], [-2.511028, 5.001847, -2.567597], [-2.229638, 3.650959, -2.406332], [-2.126871, 0.515581, -2.640969], [-0.979858, 0.745151, -3.393549], [-0.835867, 0.196965, -4.658485], [-1.833718, -0.608867, -5.181261], [-2.971948, -0.864159, -4.431228], [-3.122353, -0.304936, -3.170355], [-3.548703, -0.736704, 3.529918], [-2.699637, 0.780245, 3.239993], [-1.827314, -0.573758, 3.965542], [-3.734147, -2.706490, 3.082843], [-3.907730, -5.095734, 3.495812], [-2.363346, -6.679917, 2.351676], [-0.665137, -5.787914, 0.797870], [1.247607, -5.153490, 1.954027], [3.537081, -5.939340, 2.379045], [5.445545, -4.963067, 1.138352], [5.029619, -3.169447, -0.535264], [2.751417, -2.380121, -0.951094], [1.796887, -5.198724, -1.536192], [1.252004, -6.651440, -3.422712], [-1.049740, -6.702008, -4.345454], [-2.796825, -5.253346, -3.332462], [-2.241498, -3.781208, -1.454789], [-4.930466, -2.079818, 1.435857], [-7.039378, -1.293178, 0.502155], [-7.096417, 0.735522, -0.934521], [-4.980127, 1.872080, -1.502242], [-3.566085, 3.178648, 0.669167], [-4.086951, 5.563289, 0.376233], [-3.400709, 6.746247, -1.699331], [-2.189075, 5.516935, -3.465733], [-1.716282, 3.125541, -3.200429], [-0.160367, 1.319895, -2.980552], [0.079235, 0.378169, -5.208745], [-1.716332, -1.054848, -6.161960], [-3.745128, -1.515462, -4.822314], [-4.003309, -0.535384, -2.590781], [4.452893, -0.381985, 2.523991], [3.383673, -0.190265, 3.578183], [2.859952, 1.158086, 3.567969], [1.891330, 1.613607, 2.338981], [0.714164, -1.595346, 1.844635], [-0.054166, 1.646998, 2.894314], [2.331541, 3.180092, 2.232247], [3.525553, 3.429329, 1.472829], [3.579683, 4.905553, 1.157247], [4.845179, -1.401536, 2.573318], [5.277555, 0.321320, 2.665252], [4.029776, -0.245306, 1.524963], [3.778743, -0.322322, 4.586036], [2.573287, -0.900276, 3.425087], [3.502432, 2.830872, 0.555207], [4.392890, 3.117855, 2.063458], [2.734268, 5.188660, 0.530068], [4.500148, 5.147311, 0.622451], [3.542340, 5.493618, 2.076639], [2.522830, -2.400223, -5.195146], [2.612380, -2.398776, -3.683460], [3.358375, -1.271745, -3.204491], [2.457097, 0.091881, -2.845815], [-0.213378, -1.571966, -1.199084], [2.648523, 0.371606, -0.815150], [3.588072, 1.222694, -3.306663], [3.515824, 1.635698, -4.670641], [2.636528, 2.862854, -4.823301], [1.957434, -3.269503, -5.540258], [3.518214, -2.421720, -5.644580], [2.006478, -1.501586, -5.542285], [3.139903, -3.284237, -3.323288], [1.613845, -2.414286, -3.240504], [3.155736, 0.815387, -5.302975], [4.540240, 1.852400, -4.980898], [1.639802, 2.665557, -4.420901], [2.526067, 3.145667, -5.872031], [3.062106, 3.709636, -4.283054], [-0.230806, 6.850475, -5.886838], [-0.343280, 8.223243, -5.432678], [0.700834, 9.114595, -5.908191], [-1.691372, 8.770070, -5.478483], [-0.035287, 8.135518, -3.635854], [-0.039940, 9.295820, -2.975566], [0.141378, 9.228384, -1.666942], [0.306103, 8.029910, -0.985497], [0.290698, 6.883029, -1.766081], [0.137523, 6.941924, -3.089075], [0.408912, 5.524608, -1.193545], [-0.135582, 5.199950, 0.040270], [-0.099418, 3.886723, 0.473408], [0.475450, 2.900780, -0.222165], [1.047956, 3.232883, -1.387935], [1.020228, 4.507753, -1.915123], [0.153172, 10.173832, -1.132352], [0.457125, 7.995790, 0.085120], [-0.649989, 5.937035, 0.642828], [-0.542015, 3.606141, 1.417538], [1.547030, 2.432173, -1.912797], [1.445489, 4.707913, -2.889362]], "forces_ev_per_angstrom": [[0.39, -0.23, 0.64], [-0.05, -0.04, 0.01], [0.04, 0.03, -0.03], [-0.08, 0.01, 0.05], [-0.03, -0.02, 0.04], [0.01, 0.00, -0.01], [0.02, 0.02, -0.01], [-0.02, -0.05, 0.02], [0.05, 0.16, 0.05], [-0.12, -0.06, -0.24], [0.03, 0.04, 0.01], [-0.03, 0.00, 0.00], [0.00, -0.02, 0.01], [0.04, -0.02, 0.00], [0.02, 0.00, -0.02], [-0.01, 0.00, 0.04], [-0.02, -0.04, 0.04], [0.03, -0.02, -0.01], [-0.01, -0.02, -0.03], [0.00, -0.01, -0.01], [-0.01, 0.02, 0.01], [-0.02, -0.03, -0.06], [0.01, 0.07, -0.03], [-0.05, -0.04, 0.04], [-0.01, -0.02, 0.02], [0.06, 0.04, -0.02], [-0.04, -0.05, 0.00], [-0.05, -0.05, -0.03], [0.33, -0.11, 0.04], [0.02, 0.08, -0.06], [0.03, 0.00, 0.02], [-0.02, 0.01, 0.05], [0.01, 0.00, -0.02], [-0.04, 0.06, -0.03], [-0.06, -0.04, 0.05], [-0.15, 0.00, -0.09], [-0.03, -0.05, -0.10], [0.05, 0.05, 0.04], [0.02, -0.02, -0.06], [-0.05, -0.01, 0.04], [0.10, 0.00, -0.03], [0.05, 0.02, -0.01], [0.01, -0.03, -0.01], [-0.02, 0.03, -0.02], [0.03, -0.03, -0.03], [0.01, 0.00, -0.01], [-0.01, 0.01, 0.00], [0.00, -0.01, -0.01], [0.03, 0.02, -0.02], [0.00, 0.01, -0.01], [-0.02, 0.01, 0.00], [-0.02, 0.00, 0.01], [-0.03, 0.02, -0.02], [-0.02, 0.00, 0.00], [-0.02, 0.01, 0.00], [0.01, 0.02, 0.02], [0.02, 0.00, 0.00], [0.01, -0.01, 0.01], [0.00, 0.02, -0.01], [0.01, 0.01, 0.00], [0.01, 0.00, 0.00], [-0.01, 0.01, -0.02], [0.00, 0.00, -0.01], [0.01, -0.01, -0.01], [0.00, -0.02, 0.01], [0.00, -0.04, 0.01], [-0.01, 0.02, -0.01], [0.00, 0.02, 0.03], [-0.02, 0.00, -0.01], [0.00, 0.01, 0.02], [0.01, 0.02, 0.01], [-0.06, -0.01, 0.04], [-0.04, -0.03, -0.03], [0.01, 0.10, 0.01], [-0.03, -0.05, -0.12], [-0.38, -0.09, -0.21], [0.13, 0.20, -0.04], [-0.04, 0.11, 0.08], [0.08, -0.01, 0.09], [-0.03, -0.04, -0.02], [-0.01, 0.02, 0.02], [-0.02, 0.02, 0.02], [-0.02, 0.00, -0.01], [0.05, 0.00, 0.04], [0.04, 0.02, 0.01], [-0.04, -0.02, 0.02], [0.03, 0.00, 0.01], [0.01, 0.01, 0.00], [-0.01, 0.01, 0.00], [0.00, -0.02, 0.00], [0.01, -0.01, -0.02], [-0.02, 0.04, -0.05], [0.10, 0.08, 0.07], [-0.13, 0.07, 0.06], [0.26, 0.00, 0.01], [-0.09, -0.01, -0.10], [-0.10, -0.04, -0.08], [-0.11, -0.06, -0.10], [0.04, 0.00, 0.05], [0.00, -0.05, -0.01], [0.02, -0.01, 0.01], [-0.02, 0.01, 0.01], [0.01, -0.02, 0.01], [-0.01, -0.04, -0.01], [-0.07, 0.01, 0.01], [-0.04, -0.01, 0.01], [0.00, 0.00, -0.03], [0.00, 0.00, -0.04], [0.02, 0.01, 0.01], [0.00, -0.03, 0.01], [-0.01, 0.10, 0.01], [-0.02, -0.07, -0.02], [-0.06, -0.03, 0.01], [0.08, -0.01, -0.01], [-0.01, 0.07, -0.07], [0.01, 0.08, 0.06], [0.01, -0.07, 0.03], [0.00, -0.02, -0.08], [-0.03, 0.18, -0.02], [0.03, -0.11, 0.05], [-0.01, -0.10, 0.14], [-0.01, -0.03, -0.07], [0.03, 0.06, -0.12], [0.05, 0.03, 0.13], [-0.06, 0.01, -0.04], [0.03, 0.02, -0.03], [0.00, 0.01, 0.01], [-0.01, 0.00, -0.02], [0.02, 0.01, -0.02], [-0.01, -0.02, 0.04], [0.04, 0.01, 0.00], [-0.03, 0.01, 0.03]], "total_energy_ha": -6476.19773, "relative_energy_kcal_mol": 2.1, "spin_multiplicity": 1, "total_charge": -2, "homo_lumo_gap_ev": 5.9761, "largest_force_ha_per_bohr": 0.0154, "homo_ev": -2.2701}